The following is a DFT calculation (ωB97M-V with the def2-TZVPD basis set) of a molecular structure, C44H37N7O2STi in a non-equilibrium geometry.

```
92
Properties=species:S:1:pos:R:3:forces:R:3
Ti -0.129944 -0.276182 -0.751947 1.07 0.31 -1.40
N -1.129372 -4.702211 8.503679 0.01 0.04 -0.06
C -0.962994 -4.219840 7.467833 -0.06 -0.20 0.46
C -0.759335 -3.631648 6.196092 0.09 0.32 -0.71
C -0.741114 -2.235260 6.035524 -0.01 -0.22 0.23
C -0.550885 -1.672125 4.797424 -0.04 0.06 -0.13
C -0.378369 -2.459928 3.638344 -0.02 -0.06 0.14
C -0.409151 -3.860171 3.815867 0.04 0.03 -0.11
C -0.590953 -4.430757 5.052492 -0.05 -0.02 0.33
C -0.233857 -1.861631 2.327920 -0.07 0.02 -0.26
C -1.050702 -2.360500 1.266026 -0.16 -0.20 0.06
C -2.137772 -3.258402 1.344635 0.17 0.03 0.09
C -2.760144 -3.263131 0.094266 -0.07 0.03 -0.10
C -2.041904 -2.386046 -0.706760 -0.12 -0.41 0.13
N -1.007664 -1.848660 -0.014120 -0.93 -1.16 1.07
C 0.587893 -0.695009 2.166483 0.26 0.12 0.21
C 1.388517 -0.051569 3.129053 -0.06 -0.19 0.04
C 1.934572 1.087978 2.520641 0.06 0.13 -0.12
C 1.486035 1.080299 1.207499 0.19 0.03 0.33
N 0.698839 -0.001591 0.980936 0.64 0.28 1.81
H -0.900886 -1.606694 6.903515 -0.01 0.03 -0.02
H -0.596268 -0.598452 4.678815 0.01 -0.02 0.04
H -0.258477 -4.496067 2.953629 -0.04 0.03 -0.03
H -0.603969 -5.508202 5.165564 0.03 0.00 -0.05
H -2.458749 -3.794572 2.222889 -0.01 0.01 0.02
H -3.640816 -3.818595 -0.190668 0.02 0.00 -0.03
H -2.212983 -2.139593 -1.746186 0.09 -0.01 -0.02
H 1.559422 -0.383632 4.140697 0.01 0.03 -0.02
H 2.583664 1.821349 2.977701 0.01 0.00 -0.03
H 1.709641 1.774497 0.409756 0.03 -0.05 -0.05
C -3.774758 6.803966 1.962513 0.03 -0.05 -0.04
C -3.544304 5.344853 1.670305 -0.13 -0.13 -0.03
C -2.266243 4.793258 1.700846 -0.04 0.14 0.03
C -2.059892 3.451498 1.428251 -0.01 -0.19 0.00
C -3.145791 2.645566 1.116459 0.06 0.14 -0.06
C -4.425545 3.175957 1.076359 0.01 -0.24 -0.05
C -4.622254 4.516871 1.354138 0.13 0.18 0.07
S -2.871129 0.916502 0.774870 -0.07 -0.12 0.31
O -2.430206 0.324450 2.003570 0.03 0.09 -0.17
O -4.086484 0.419755 0.172857 0.07 0.18 -0.06
N -1.627364 0.968691 -0.244158 -1.61 0.96 0.46
C -1.726311 1.537866 -1.475697 -0.26 0.57 -0.19
C -2.875426 2.096079 -2.061371 -0.13 0.11 -0.36
C -2.772492 2.640012 -3.324074 0.13 -0.20 0.34
C -1.539439 2.608635 -3.974737 0.00 0.13 -0.20
C -0.466719 2.031329 -3.333892 0.29 0.01 0.10
N -0.525265 1.505826 -2.104355 -0.91 0.47 -0.06
H -2.880319 7.265928 2.379701 -0.01 0.02 0.00
H -4.592317 6.931335 2.673691 0.00 0.03 0.01
H -4.041868 7.344093 1.051204 0.01 0.03 0.01
H -1.422496 5.430299 1.941604 0.02 -0.03 0.01
H -1.068721 3.011057 1.453759 0.02 0.04 0.01
H -5.244615 2.513789 0.822644 -0.03 0.07 0.00
H -5.621991 4.936510 1.323160 -0.02 -0.02 0.01
H -3.814093 2.058147 -1.531815 -0.02 -0.01 -0.05
H -3.643273 3.070560 -3.801978 0.00 0.02 -0.01
H -1.420703 3.019304 -4.968303 0.05 0.00 0.02
H 0.505344 1.994404 -3.813335 0.03 -0.08 -0.01
N 0.172482 -5.527162 -5.870000 -0.01 0.08 0.07
C 0.208571 -4.696772 -5.049755 -0.04 -0.28 -0.16
C 0.260957 -3.701365 -4.079442 -0.02 0.21 -0.09
C -0.169391 -2.363718 -4.345115 0.26 -0.19 0.16
C -0.010971 -1.372377 -3.448174 -0.08 0.09 -0.54
N 0.644322 -1.535337 -2.171107 0.26 -0.73 -0.91
C 0.843429 -2.932290 -1.840032 0.15 -0.34 -0.02
C 0.698177 -3.926778 -2.726964 0.06 0.17 -0.02
H -0.659943 -2.138803 -5.285804 0.00 0.07 0.00
H -0.351652 -0.375112 -3.671479 -0.08 0.02 0.07
H 1.062140 -3.136132 -0.804924 -0.03 0.04 0.06
H 0.873397 -4.944733 -2.396652 -0.02 0.02 0.10
C 3.665194 -1.941608 -2.595612 0.00 0.15 0.01
C 3.126647 -0.915177 -1.562759 -0.05 -0.03 0.01
C 3.393038 -1.482738 -0.158707 -0.05 0.14 -0.16
C 1.646210 -0.509219 -1.794637 1.15 -0.25 -0.55
C 3.922601 0.376173 -1.767117 0.01 0.09 0.07
C 4.549186 1.056952 -0.726000 0.01 -0.01 0.03
C 5.299045 2.204597 -0.958619 0.05 0.04 -0.01
C 5.441280 2.707564 -2.241239 0.01 0.01 0.03
C 4.799799 2.058302 -3.288400 0.01 0.02 -0.03
C 4.051590 0.917504 -3.050529 0.01 0.03 -0.01
H 3.375005 -2.951884 -2.325378 -0.09 -0.05 0.01
H 4.758982 -1.891598 -2.627598 -0.01 -0.02 0.00
H 3.280335 -1.752055 -3.598793 -0.02 0.00 0.00
H 2.813948 -2.388730 -0.003297 0.01 -0.08 -0.01
H 3.100575 -0.775937 0.614614 -0.02 -0.06 0.08
H 4.455116 -1.727115 -0.044114 -0.01 -0.02 0.03
H 1.651159 0.228165 -2.601088 -0.12 -0.13 -0.10
H 4.450864 0.700960 0.290173 -0.01 -0.01 -0.03
H 5.776536 2.706749 -0.124455 -0.01 -0.01 0.00
H 6.042089 3.590890 -2.424701 -0.03 0.01 0.00
H 4.886559 2.443135 -4.298615 -0.01 -0.01 0.00
H 3.555125 0.435456 -3.883500 0.00 -0.05 0.01
```
Positions in Å, forces in eV/Å.

Energy above the lowest of the compared OMol25 structures with the same formula, charge and spin, kJ/mol: 83.3
Total charge: -2
Spin multiplicity: 3
Kohn-Sham gap (spin up / spin down), eV: 4.064 / 4.078

***

The following is a DFT calculation (ωB97M-V with the def2-TZVPD basis set) of a single C4H8Cl2Si molecule in a non-equilibrium geometry.

```
15
Properties=species:S:1:pos:R:3:forces:R:3
C -0.608652 -1.183610 -1.749372 2.96 -0.49 -0.59
C -1.034165 0.188529 -1.990997 -1.84 -0.33 1.00
C -1.152116 0.015019 1.272246 1.01 0.00 -1.38
C 1.534842 0.956982 -0.116655 0.11 -0.90 -0.40
Si -0.041488 -0.055800 -0.304292 -1.95 0.26 0.18
Cl 0.900307 -2.066047 -3.100870 -1.88 1.17 1.57
Cl -2.837392 0.379082 -2.339114 1.03 -0.08 0.42
H -1.345420 -1.970030 -1.697801 -0.04 -0.02 0.13
H -0.577919 0.863529 -2.645139 1.14 0.52 -1.00
H -2.155608 0.347370 1.155380 -0.88 0.02 -0.66
H -1.138541 -0.890478 1.788182 -0.37 -2.08 0.47
H -0.779291 0.614855 2.053552 1.04 1.41 0.58
H 2.334571 0.433583 0.512385 -0.79 0.47 -1.58
H 1.743298 1.252270 -1.199749 0.59 -0.20 1.75
H 1.256244 1.795207 0.527719 -0.15 0.24 -0.49
```
Positions in Å, forces in eV/Å.

Energy above the lowest of the compared OMol25 structures with the same formula, charge and spin, kJ/mol: 470.8
Structure (SMILES): C[Si]1(C)[C@H](Cl)[C@H]1Cl
Kohn-Sham gap, eV: 8.603

***

The following is a DFT calculation (ωB97M-V with the def2-TZVPD basis set) of a molecular structure, C27H39BN7NaS4Se.

```
80
Properties=species:S:1:pos:R:3:forces:R:3
Na 1.284915 -1.243901 -1.213626 0.04 -0.16 -0.10
C -1.257548 2.602354 1.295572 0.03 -0.05 0.05
C -2.255699 1.813817 0.458793 0.08 0.14 -0.08
S -1.543119 0.411861 -0.444137 0.03 0.00 -0.02
C -2.705289 -0.908221 -0.043768 -0.05 0.00 0.05
C -2.875302 -1.271145 1.430905 -0.03 0.02 -0.03
S -1.318356 -1.648132 2.275439 0.03 0.00 0.03
C -1.429199 -0.588667 3.741065 0.03 0.01 -0.01
C -1.609307 0.914341 3.533455 -0.06 0.00 0.04
S -0.308006 1.691640 2.547303 -0.05 -0.02 -0.04
H -0.490106 3.032275 0.646853 -0.04 -0.03 0.00
H -1.778881 3.447415 1.745855 0.01 -0.01 0.02
H -3.083675 1.446287 1.063801 0.00 0.01 0.04
H -2.671395 2.536462 -0.245937 -0.05 -0.03 -0.01
H -3.688710 -0.670122 -0.459029 0.01 0.01 0.00
H -2.317019 -1.763678 -0.593679 0.01 -0.03 0.00
H -3.368814 -0.466160 1.976271 0.00 -0.01 -0.01
H -3.525478 -2.146185 1.492006 0.00 0.00 -0.01
H -2.231378 -0.948652 4.391876 0.00 0.01 0.01
H -0.488282 -0.774136 4.265917 0.00 0.00 -0.01
H -2.565122 1.123272 3.055228 0.00 0.02 0.01
H -1.643379 1.386573 4.518364 -0.02 0.00 0.00
B -0.916426 -4.432251 -0.612487 0.07 0.00 0.01
N -0.923246 -3.716644 -1.984644 -0.04 -0.03 0.06
C -1.397647 -4.229002 -3.131452 0.02 -0.06 0.00
C -1.412800 -3.232941 -4.087806 0.01 0.02 -0.02
C -0.911893 -2.114540 -3.408438 0.04 -0.01 -0.04
N -0.624325 -2.414874 -2.147502 -0.07 0.08 0.04
N 0.483134 -4.304959 0.085628 -0.05 0.02 -0.04
C 0.775929 -4.806475 1.294753 -0.06 -0.02 0.01
C 2.126245 -4.625123 1.530089 0.03 0.02 0.00
C 2.576933 -3.972349 0.373944 0.00 -0.02 -0.01
N 1.581758 -3.785504 -0.489052 0.01 0.05 -0.02
H -1.151808 -5.605810 -0.829375 -0.01 -0.01 0.00
H -1.757298 -3.960950 0.133237 0.01 0.05 0.00
H -1.686658 -5.265549 -3.179101 -0.01 0.00 0.00
H -1.721399 -3.306355 -5.116561 0.00 0.00 0.00
H -0.730537 -1.115384 -3.774413 0.00 0.00 0.00
H 0.003646 -5.253622 1.900218 0.01 0.00 0.00
H 2.689159 -4.905090 2.404908 0.00 0.00 0.00
H 3.566179 -3.614669 0.131591 0.01 0.00 0.00
N 3.160781 3.028418 4.264064 0.08 -0.02 -0.04
C 3.374970 1.711932 4.375709 -0.08 0.01 0.01
S 4.009596 1.051846 5.753852 0.06 -0.03 -0.02
C 2.977799 0.919209 3.179294 0.12 0.01 0.00
C 2.516606 -0.382509 3.307232 -0.09 0.01 0.09
C 2.040717 -1.036025 2.181600 -0.11 0.08 -0.03
N 2.035079 -0.488733 0.967798 0.27 -0.12 0.12
C 2.558109 0.725855 0.830414 -0.13 0.00 -0.01
C 3.017635 1.470957 1.905521 0.13 0.06 -0.13
H 3.394379 3.614298 5.046453 -0.04 0.02 0.01
H 2.628886 3.408404 3.498576 -0.08 -0.04 0.00
H 2.495981 -0.856762 4.279098 0.01 0.00 -0.01
H 1.630242 -2.035579 2.257241 0.02 -0.02 -0.02
H 2.597495 1.104031 -0.187580 0.02 -0.02 0.01
H 3.428608 2.454588 1.713832 -0.02 0.01 0.07
Se -2.497221 5.643008 -0.226667 -0.10 0.06 -0.05
C -3.963512 5.945177 -1.372817 0.00 0.04 0.04
C -4.431237 4.986271 -2.286276 0.06 -0.03 0.02
C -5.515608 5.257927 -3.098031 -0.04 0.02 -0.03
N -6.200746 6.406858 -3.101274 0.03 0.00 0.03
C -5.756040 7.324342 -2.236079 -0.04 0.00 -0.03
C -4.683805 7.151933 -1.383195 0.04 0.00 0.05
H -3.931407 4.028281 -2.357766 -0.01 0.00 0.00
H -5.861630 4.501220 -3.797937 0.01 -0.01 0.00
H -6.299837 8.266764 -2.226161 0.00 0.00 0.00
H -4.392402 7.950879 -0.712756 0.00 0.00 0.00
C 3.741097 -2.338780 -3.426158 0.02 0.01 -0.01
C 4.167486 -0.955664 -2.934615 -0.06 0.01 0.03
C 5.006955 -1.102429 -1.665985 0.01 -0.01 0.00
C 2.951333 -0.061958 -2.674292 0.07 0.01 -0.03
H 4.603852 -2.978567 -3.652003 0.00 0.00 0.00
H 3.135700 -2.254530 -4.332565 -0.01 0.00 0.00
H 3.129443 -2.846456 -2.673588 -0.01 -0.01 0.01
H 4.851956 -0.551089 -3.708547 0.00 0.02 -0.01
H 4.401059 -1.544959 -0.868026 -0.01 0.00 0.00
H 5.346282 -0.124744 -1.310456 0.00 0.00 0.00
H 5.890202 -1.734617 -1.822887 0.00 0.00 0.01
H 2.412493 0.082123 -3.627394 0.02 0.00 -0.01
H 3.328927 0.943893 -2.409693 -0.07 0.00 0.01
```
Positions in Å, forces in eV/Å.

Total charge: -2
Kohn-Sham gap, eV: 4.662